DFT (the ωB97M-V functional and the def2-TZVPD basis) results for a cluster of 7 separate species, C18H48N2O7 in total in a non-equilibrium geometry.

Last columns: bonded neighbours and bond lengths (Å).
CARTESIAN COORDINATES (ANGSTROEM)
1 O 25.417 -21.446 0.048  H2 0.957, H3 0.957
2 H 25.580 -21.694 -0.862  O1 0.957
3 H 24.468 -21.333 0.100  O1 0.957
4 O 28.072 -22.139 -0.202  H5 0.957, H6 0.957
5 H 28.364 -21.229 -0.142  O4 0.957
6 H 27.202 -22.139 0.197  O4 0.957
7 O 28.129 -23.209 -2.833  H8 0.957, H9 0.957
8 H 28.079 -22.964 -1.909  O7 0.957
9 H 28.618 -22.496 -3.244  O7 0.957
10 O 24.752 -22.040 -2.666  H11 0.957, H12 0.957
11 H 25.292 -21.900 -3.444  O10 0.957
12 H 23.912 -22.344 -3.008  O10 0.957
13 O 24.080 -24.907 -1.798  H14 0.957, H15 0.957
14 H 24.321 -25.433 -2.561  O13 0.957
15 H 24.773 -24.250 -1.731  O13 0.957
16 C 22.551 -21.862 2.721  C17 1.577, H27 1.090, H28 1.090, H29 1.090
17 C 22.078 -21.236 4.089  C16 1.577, C18 1.493, N22 1.497, C26 1.569
18 C 20.997 -22.047 4.726  C17 1.493, C19 1.493, H30 1.090, H31 1.090
19 C 20.768 -22.003 6.200  C18 1.493, C20 1.528, H32 1.090, H33 1.090
20 C 22.111 -21.895 6.921  C19 1.528, C21 1.516, H34 1.090, H35 1.090
21 C 23.121 -20.876 6.429  C20 1.516, N22 1.465, C24 1.562, C25 1.596
22 N 23.265 -21.146 4.997  C17 1.497, C21 1.465, O23 1.410
23 O 24.391 -20.494 4.456  N22 1.410, H45 0.960
24 C 22.730 -19.424 6.852  C21 1.562, H36 1.090, H37 1.090, H38 1.090
25 C 24.430 -21.354 7.208  C21 1.596, H39 1.090, H40 1.090, H41 1.090
26 C 21.448 -19.834 3.770  C17 1.569, H42 1.090, H43 1.090, H44 1.090
27 H 21.781 -21.993 1.961  C16 1.090
28 H 23.027 -22.840 2.795  C16 1.090
29 H 23.232 -21.164 2.236  C16 1.090
30 H 20.034 -21.695 4.356  C18 1.090
31 H 20.976 -23.101 4.450  C18 1.090
32 H 20.263 -22.888 6.586  C19 1.090
33 H 20.176 -21.109 6.394  C19 1.090
34 H 22.609 -22.864 6.954  C20 1.090
35 H 21.828 -21.782 7.968  C20 1.090
36 H 21.871 -19.124 6.251  C24 1.090
37 H 22.362 -19.417 7.878  C24 1.090
38 H 23.392 -18.565 6.750  C24 1.090
39 H 24.738 -22.295 6.753  C25 1.090
40 H 25.290 -20.700 7.065  C25 1.090
41 H 24.312 -21.514 8.280  C25 1.090
42 H 20.545 -19.578 4.325  C26 1.090
43 H 21.140 -19.849 2.725  C26 1.090
44 H 22.161 -19.012 3.827  C26 1.090
45 H 25.100 -21.141 4.452  O23 0.960
46 C 26.749 -16.940 4.549  C47 1.557, H57 1.090, H58 1.090, H59 1.090
47 C 27.706 -16.743 3.337  C46 1.557, C48 1.615, N52 1.480, C56 1.536
48 C 28.298 -18.196 2.953  C47 1.615, C49 1.467, H60 1.090, H61 1.090
49 C 27.570 -18.959 1.934  C48 1.467, C50 1.546, H62 1.090, H63 1.090
50 C 26.938 -18.118 0.802  C49 1.546, C51 1.517, H64 1.090, H65 1.090
51 C 26.122 -16.929 1.275  C50 1.517, N52 1.478, C54 1.529, C55 1.563
52 N 26.936 -16.141 2.224  C47 1.480, C51 1.478, O53 1.430
53 O 26.464 -14.843 2.596  N52 1.430, H75 0.960
54 C 25.736 -16.080 0.063  C51 1.529, H66 1.090, H67 1.090, H68 1.090
55 C 24.801 -17.459 1.918  C51 1.563, H69 1.090, H70 1.090, H71 1.090
56 C 28.926 -15.838 3.561  C47 1.536, H72 1.090, H73 1.090, H74 1.090
57 H 26.694 -17.991 4.836  C46 1.090
58 H 27.088 -16.483 5.478  C46 1.090
59 H 25.738 -16.604 4.318  C46 1.090
60 H 29.336 -18.032 2.664  C48 1.090
61 H 28.306 -18.835 3.836  C48 1.090
62 H 28.054 -19.831 1.494  C49 1.090
63 H 26.733 -19.426 2.452  C49 1.090
64 H 26.273 -18.801 0.273  C50 1.090
65 H 27.730 -17.892 0.088  C50 1.090
66 H 25.075 -15.230 0.236  C54 1.090
67 H 25.249 -16.690 -0.697  C54 1.090
68 H 26.603 -15.542 -0.319  C54 1.090
69 H 24.072 -17.800 1.183  C55 1.090
70 H 24.224 -16.594 2.244  C55 1.090
71 H 24.879 -18.167 2.744  C55 1.090
72 H 29.573 -15.688 2.697  C56 1.090
73 H 28.634 -14.802 3.733  C56 1.090
74 H 29.583 -16.213 4.346  C56 1.090
75 H 25.681 -14.899 3.148  O53 0.960

Computed properties:
Gap between HOMO and LUMO in eV: 8.3
Molar mass in g mol⁻¹: 404.589
Energy relative to the best compared isomer or geometry (same formula, charge and spin) in kcal per mole: 41.7
LUMO energy in eV: 0.2
Energy in eV: -36753.7310
Spin multiplicity: 1



DFT (the ωB97M-V functional and the def2-TZVPD basis) results for a cluster of 7 separate species, C18H48N3O9 in total in a non-equilibrium geometry.

Last columns: bonded neighbours and bond lengths (Å).
CARTESIAN COORDINATES (ANGSTROEM)
1 C 30.189 18.584 24.379  C2 1.489, H8 1.156, H9 1.147, H10 1.185
2 C 29.951 19.973 24.860  C1 1.489, O3 1.330, N4 1.483
3 O 29.990 20.147 26.178  C2 1.330
4 N 30.177 21.164 24.006  C2 1.483, H5 1.089, H6 1.044, C7 1.489
5 H 29.416 21.920 24.196  N4 1.089
6 H 31.013 21.757 24.202  N4 1.044
7 C 30.407 20.940 22.552  N4 1.489, H11 1.259, H12 1.240, H13 1.069
8 H 29.775 17.942 25.247  C1 1.156
9 H 31.320 18.521 24.201  C1 1.147
10 H 29.760 18.147 23.364  C1 1.185
11 H 30.768 21.934 21.868  C7 1.259
12 H 29.483 20.205 22.172  C7 1.240
13 H 31.315 20.382 22.640  C7 1.069
14 C 24.287 21.255 25.927  C15 1.449, H21 1.166, H22 1.046, H23 1.171
15 C 24.056 21.465 24.512  C14 1.449, O16 1.245, N17 1.589
16 O 23.168 22.282 24.206  C15 1.245
17 N 25.005 20.722 23.477  C15 1.589, H18 1.126, H19 0.993, C20 1.420
18 H 25.980 20.419 23.951  N17 1.126
19 H 24.500 19.909 23.214  N17 0.993
20 C 25.382 21.347 22.259  N17 1.420, H24 1.210, H25 0.989, H26 1.006
21 H 23.595 21.882 26.626  C14 1.166
22 H 25.254 21.616 26.098  C14 1.046
23 H 24.504 20.133 26.181  C14 1.171
24 H 25.689 22.467 22.599  C20 1.210
25 H 24.806 21.031 21.520  C20 0.989
26 H 26.149 20.866 21.821  C20 1.006
27 N 27.147 23.499 24.300  O28 1.257, O29 1.232, O30 1.261
28 O 28.211 22.865 24.513  N27 1.257
29 O 26.344 23.583 25.231  N27 1.232
30 O 27.083 24.207 23.258  N27 1.261
31 C 28.266 24.221 28.241  C32 1.487, H35 1.086, H36 1.194, H37 1.078
32 C 27.113 23.298 28.413  C31 1.487, C33 1.510, O34 1.428, H38 1.119
33 C 26.665 22.962 29.815  C32 1.510, H39 1.115, H40 0.995, H41 1.037
34 O 25.954 23.934 27.873  C32 1.428, H42 0.896
35 H 28.464 24.341 27.180  C31 1.086
36 H 29.137 23.597 28.767  C31 1.194
37 H 28.228 25.188 28.715  C31 1.078
38 H 27.155 22.326 27.860  C32 1.119
39 H 25.785 22.348 30.119  C33 1.115
40 H 26.559 23.713 30.459  C33 0.995
41 H 27.442 22.496 30.319  C33 1.037
42 H 25.742 23.733 27.026  O34 0.896
43 C 29.668 27.965 25.238  C44 1.545, H47 1.107, H48 1.043, H49 1.132
44 C 28.569 26.879 25.220  C43 1.545, C45 1.602, O46 1.429, H50 1.069
45 C 27.434 27.305 26.268  C44 1.602, H51 1.074, H52 1.119, H53 1.171
46 O 28.005 26.918 23.908  C44 1.429, H54 0.957
47 H 30.459 27.671 24.522  C43 1.107
48 H 30.104 27.994 26.185  C43 1.043
49 H 29.393 29.025 24.950  C43 1.132
50 H 28.839 25.924 25.618  C44 1.069
51 H 26.677 27.942 25.850  C45 1.074
52 H 27.813 27.314 27.321  C45 1.119
53 H 26.729 26.370 26.300  C45 1.171
54 H 27.741 26.018 23.716  O46 0.957
55 C 29.218 24.383 18.715  C56 1.531, H59 1.129, H60 1.079, H61 1.238
56 C 28.062 23.753 19.496  C55 1.531, C57 1.504, O58 1.438, H62 1.176
57 C 27.616 22.432 18.931  C56 1.504, H63 1.170, H64 1.235, H65 1.021
58 O 28.473 23.490 20.849  C56 1.438, H66 0.944
59 H 29.141 24.362 17.589  C55 1.129
60 H 29.940 23.582 18.666  C55 1.079
61 H 29.565 25.544 18.969  C55 1.238
62 H 27.124 24.461 19.456  C56 1.176
63 H 27.491 22.567 17.776  C57 1.170
64 H 26.510 22.133 19.392  C57 1.235
65 H 28.194 21.632 19.192  C57 1.021
66 H 27.781 23.808 21.407  O58 0.944
67 C 31.948 25.225 24.978  C68 1.498, H71 1.058, H72 1.076, H73 1.097
68 C 32.236 23.917 25.649  C67 1.498, C69 1.555, O70 1.438, H74 1.110
69 C 31.078 23.566 26.626  C68 1.555, H75 1.116, H76 1.122, H77 1.217
70 O 32.186 22.911 24.623  C68 1.438, H78 1.042
71 H 32.464 25.504 24.097  C67 1.058
72 H 31.864 25.986 25.734  C67 1.076
73 H 30.889 25.353 24.720  C67 1.097
74 H 33.273 23.843 26.039  C68 1.110
75 H 30.918 24.397 27.354  C69 1.116
76 H 31.370 22.624 27.162  C69 1.122
77 H 30.034 23.502 26.003  C69 1.217
78 H 33.067 23.043 24.083  O70 1.042

Computed properties:
Gap between HOMO and LUMO in eV: 7.2
Molar mass in g mol⁻¹: 450.594
Energy relative to the best compared isomer or geometry (same formula, charge and spin) in kcal per mole: 0.0
LUMO energy in eV: -4.0
Energy in eV: -42322.7536
Spin multiplicity: 1
Total charge: +1



Among the records above, which one has the lowest gap between HOMO and LUMO? C18H48N3O9



Among the records above, which one has the highest gap between HOMO and LUMO? C18H48N2O7



Which of these has the lowest energy? C18H48N3O9